A molecular structure, C21H42MnO21 at a distorted geometry, computed with ωB97M-V/def2-TZVPD.

Values from the calculation:
HOMO (alpha / beta): -17.85 / -17.85 eV
total charge: +3
E: -96745.0895 eV
max |F|: 4.904 eV Å⁻¹
lowest unoccupied orbital energy (alpha / beta): -7.736 / -14.430 eV
spin multiplicity: 7
molecular weight: 685.48 Da

```
85
Properties=species:S:1:pos:R:3:forces:R:3:lowdin_spin:R:1
H 2.848784 -5.162777 1.032759 -0.71 -0.07 0.30 0.000
O 0.895999 -4.366912 0.863144 -3.59 3.25 -0.09 0.009
H 4.377776 -0.356432 -4.083795 0.16 -0.79 0.17 0.000
H 0.117466 -0.505844 -6.663217 -0.07 -0.74 0.42 0.000
O -0.672495 -0.041393 -2.439732 -2.34 -0.13 -3.46 0.029
H 2.525574 -0.473943 3.027748 -0.95 0.66 -0.44 0.005
H -3.798975 -3.541717 -1.783630 -0.76 0.45 0.50 0.000
O -3.944200 -1.981888 -0.357360 -0.64 1.41 1.16 0.007
C 4.931116 1.724795 2.716704 0.51 2.32 -0.88 0.001
C -1.397717 4.414074 2.077280 -0.36 0.75 0.06 0.000
O 0.438583 -2.052300 0.169261 -0.76 -4.17 1.80 0.056
H 5.486081 1.440290 3.610663 -1.23 -0.38 0.45 0.001
C -1.148165 0.046909 -3.602790 2.07 1.02 -0.80 0.005
H 2.645331 -3.383493 0.886258 0.45 -0.18 -0.32 0.000
O 1.707109 1.423500 1.221401 1.91 0.70 1.09 0.156
H 2.327079 -4.487577 -0.520410 0.58 0.19 0.00 0.000
O 1.649237 -0.163391 -1.390689 1.63 0.46 0.14 0.031
C -3.408814 1.008431 -3.175683 0.08 0.86 1.16 0.000
C 2.729173 2.011865 1.653234 -0.22 0.17 0.68 0.007
C -1.800069 -4.736930 0.988875 -0.53 -1.70 0.36 0.000
C -2.384468 1.037622 3.643610 -0.68 0.50 -1.30 0.002
H -0.888495 4.886199 -2.559787 -0.59 0.22 0.25 0.000
H 2.624285 -1.016490 4.559684 -0.58 -0.58 0.48 0.006
H -2.419877 3.847630 -2.569319 0.08 0.64 -0.03 0.000
H -1.638603 -0.617400 -6.244656 0.18 -0.03 0.13 0.000
C 0.086767 -3.183267 0.618253 0.06 -2.11 0.52 0.007
O -0.943801 3.232648 1.292074 -0.80 0.33 -0.44 0.003
H -2.339271 -2.927790 -1.098128 0.10 -0.19 0.02 0.000
O 3.489030 1.532227 2.674713 -1.23 -1.61 -0.99 0.007
O 3.118686 3.228014 1.294880 -0.76 -0.99 -0.23 0.011
O -2.256638 -0.529402 -0.039187 -1.56 -0.37 1.50 0.059
H -4.255092 1.477383 -3.677687 0.71 -0.13 -1.23 0.000
C -1.124370 2.973174 -0.018068 0.81 1.84 0.14 0.010
H 5.211532 -1.753092 -0.610387 -0.14 0.67 0.02 0.000
O -4.033635 -0.561027 1.496767 3.26 0.08 -3.67 0.003
O -1.233162 -3.455898 0.996452 3.71 2.98 -0.99 0.003
C 2.421646 3.953491 0.268612 -0.33 0.49 -1.62 0.000
H -3.021937 -2.078641 -2.370400 -0.90 0.98 0.28 0.000
C 4.595241 -1.499657 0.252207 -0.48 -0.54 0.44 0.000
O -0.271839 -0.182773 -4.704637 -1.60 -0.10 4.39 0.002
Mn -0.171614 -0.060832 -0.248713 0.23 -0.03 -1.07 4.724
H -6.059976 -0.588056 2.174002 0.22 0.43 -1.01 0.000
O -1.117107 0.574022 4.034929 2.42 -2.40 -0.13 0.080
H -2.997852 0.164950 3.419345 -0.29 0.47 0.17 0.000
H -1.290411 -5.466278 1.618484 0.40 0.17 -0.23 0.000
H -1.776729 4.059789 3.035896 0.02 -0.46 -0.33 0.000
H 4.957457 -0.747347 0.952871 0.32 0.26 -0.63 0.000
O 3.198101 -1.188272 -0.046986 -0.70 1.93 -1.60 0.002
H -0.825958 3.164343 -2.569855 0.12 -0.25 0.41 0.000
H -2.149161 5.074464 1.644469 -0.28 -0.81 -0.70 0.000
H 4.983671 2.810119 2.630634 0.87 -0.08 0.01 0.000
H -5.369852 -2.120908 1.421159 -0.47 0.35 -0.06 0.000
O -0.830883 1.855713 -0.448937 -0.66 1.77 0.21 0.037
C -3.320376 -1.019055 0.346839 -1.63 -0.18 0.07 0.008
H -2.739454 1.684201 4.446124 -0.04 -0.36 -0.04 0.002
H -1.876850 -5.085656 -0.040976 -0.06 -0.17 0.15 0.000
C 2.283564 -4.358936 0.561095 0.37 1.13 -0.96 0.001
O 0.660933 -0.648630 4.125893 -1.37 0.06 -2.95 0.110
O -0.479706 -0.372036 2.054247 0.32 -0.27 2.07 0.566
C 1.973730 -1.137502 3.693519 1.27 0.53 -0.31 0.014
H 3.037883 4.000990 -0.629214 0.67 0.35 0.44 0.000
O -1.458169 4.053533 -0.767813 0.54 -1.63 2.13 0.005
O -2.339201 0.527166 -4.042316 0.44 -1.03 0.69 0.001
C -1.409721 4.003014 -2.190453 0.22 -0.85 -1.05 0.000
H -0.701542 0.902010 -6.409487 -0.60 0.30 0.42 0.000
H 2.149048 4.953524 0.605841 0.46 -0.19 0.31 0.000
H -0.638359 5.152037 2.335905 0.89 -0.71 -0.45 0.000
O 3.785269 -0.740332 -2.165055 -2.48 1.25 0.94 0.003
H -2.997970 1.798084 -2.546601 0.11 -0.27 0.14 0.000
C 2.797584 -0.532943 -1.232868 2.46 -3.78 0.41 0.007
H 2.855960 0.273441 -3.859381 -0.43 0.16 0.95 0.000
H 2.915981 -1.457657 -3.973586 0.40 -0.23 0.35 0.000
H 2.069553 -2.114488 3.219796 -0.96 -0.24 0.58 0.000
H 5.479977 1.274081 1.889833 -0.57 -0.15 -0.27 0.000
H -3.956836 0.312651 -2.540341 0.88 -0.83 -0.06 0.000
H 1.529028 3.534490 -0.195886 -0.23 -0.81 1.03 0.000
H 4.567216 -2.407102 0.855414 -0.27 -0.10 -0.08 0.000
H -2.166255 1.621363 2.749337 -0.76 0.15 -0.12 0.001
C -0.358786 -0.223120 3.302112 1.70 1.67 2.51 0.013
H -4.934207 -1.534561 2.996145 0.22 -0.17 0.09 0.000
H -2.781244 -4.625626 1.450410 -0.05 0.17 -0.34 0.000
C -0.689412 -0.122820 -6.038434 -0.21 0.77 -1.85 0.000
C 3.446806 -0.595533 -3.569775 0.15 0.94 -0.93 0.000
C -3.315819 -2.616648 -1.469138 2.45 -1.12 -0.08 0.000
C -5.183181 -1.207862 1.986501 -0.58 -1.96 1.17 0.001
```
Positions in Å, forces in eV/Å.

7 unconnected molecules or ions with the total composition C21H42O21 at a distorted geometry, computed with ωB97M-V/def2-TZVPD.

Values from the calculation:
HOMO: -9.69 eV
structure (SMILES): COC(=O)OC.COC(=O)OC.COC(=O)OC.COC(=O)OC.COC(=O)OC.COC(=O)OC.COC(=O)OC
E: -65451.2594 eV
max |F|: 5.861 eV Å⁻¹
lowest unoccupied orbital energy: 0.599 eV
spin multiplicity: 1
molecular weight: 630.55 Da

```
84
Properties=species:S:1:pos:R:3:forces:R:3:lowdin_charge:R:1
C -11.520402 8.236308 22.330952 0.37 0.91 0.02 -0.631
C -8.688942 13.291316 12.415600 -1.52 1.06 -0.68 -0.626
O -9.375326 14.046977 13.280969 0.85 0.60 0.61 0.003
H -10.298088 3.198951 18.083213 -0.10 -0.75 0.57 0.098
O -5.661448 7.395417 16.278354 -0.13 -0.63 -0.05 -0.001
H -11.163861 7.023735 18.229825 -0.30 0.20 -0.08 0.084
H -9.361054 6.094381 21.387046 0.06 0.08 -0.07 0.107
H -15.424969 13.530539 14.680324 0.18 -0.42 -0.05 0.096
O -5.327624 9.521538 15.642243 -0.03 0.61 -0.19 0.136
H -9.865586 11.211145 14.194414 -0.37 -0.27 0.36 0.091
H -6.327693 12.041104 12.051926 0.26 0.23 0.24 0.095
C -10.222190 6.712870 21.149905 0.20 -0.85 -0.95 -0.039
C -12.829039 13.700308 16.614895 1.86 1.24 -0.79 -0.626
H -13.410942 9.796534 22.902345 0.00 -0.01 0.00 0.097
O -11.943007 8.470708 23.560525 -0.35 -0.35 0.66 0.005
O -13.753165 5.953082 21.608380 0.57 0.20 0.41 -0.007
C -9.899113 3.760829 18.926364 -0.31 0.63 -1.24 -0.009
H -8.484198 7.311123 14.973808 0.30 0.16 0.89 0.101
C -9.733237 5.380349 17.266162 0.05 0.31 -1.18 -0.657
H -14.535210 15.009475 14.993828 -0.07 -0.08 -0.08 0.101
H -8.415475 10.271268 13.849504 -0.40 -0.12 -0.23 0.125
H -10.974541 12.935528 13.892840 -0.30 0.23 0.21 0.079
C -14.200494 6.508651 20.382333 -1.46 0.37 -0.19 -0.042
O -10.863131 5.173062 16.904020 -0.62 -0.33 0.13 0.118
C -9.102353 10.582600 14.642233 1.09 0.45 -1.93 -0.022
H -10.976423 6.073988 20.680724 -0.20 -0.04 0.38 0.082
O -13.874131 5.715846 23.738568 1.03 -0.84 0.17 0.011
H -9.247862 3.229807 19.606110 0.10 -0.10 -0.12 0.097
O -7.447018 13.744025 12.383926 0.15 -0.10 0.35 0.006
C -6.490655 13.027221 11.601799 -0.51 -1.05 0.38 -0.026
H -5.600363 13.638933 11.668029 0.10 -0.12 -0.47 0.097
C -11.194534 12.989542 18.157824 0.25 -0.42 -0.52 -0.024
H -13.344258 9.465947 24.659343 -0.02 -0.24 -0.08 0.090
O -10.343263 8.209959 16.855536 -1.97 3.78 4.03 -0.084
H -10.744438 4.211075 19.442477 0.06 0.03 0.16 0.078
C -7.710412 10.059421 17.082166 0.43 -0.04 0.56 -0.017
O -12.070043 14.526807 16.134041 -0.63 -0.37 0.07 0.091
O -11.786178 8.907916 21.368285 -0.23 -0.24 -0.51 0.125
O -9.112462 4.777263 18.259532 0.46 -0.07 1.24 0.010
O -12.534478 12.951738 17.649345 -0.76 -0.40 0.69 0.019
H -14.304103 7.597292 20.379589 0.55 -0.01 0.38 0.098
H -10.424078 8.448320 18.927756 -0.07 0.45 -0.28 0.083
O -9.212599 12.482192 11.691432 0.67 -0.63 0.13 0.119
H -15.233435 6.176804 20.228555 0.27 -0.28 -0.39 0.100
H -10.155334 7.520498 15.694413 1.46 -2.52 -2.54 0.040
H -11.263177 14.726159 13.834727 0.59 0.01 0.57 0.083
H -14.164175 5.161573 25.699335 0.34 -0.16 -0.31 0.094
H -13.684827 13.776402 14.126473 -0.16 -0.48 -0.04 0.086
C -11.036774 8.097191 18.099314 -0.12 -0.18 0.60 0.026
O -9.500342 9.369563 15.237606 -0.72 0.60 -0.31 -0.020
H -4.434305 5.893919 15.717070 0.14 0.00 0.14 0.094
H -9.976533 7.428740 20.365680 0.23 0.34 0.74 0.068
H -8.403617 11.140680 15.273505 -1.18 0.85 -1.19 0.084
H -3.607735 7.457934 16.154619 0.18 -0.22 -0.07 0.097
H -13.742978 6.855969 25.441993 -0.13 0.16 -0.06 0.091
H -12.118869 10.485764 23.932718 -0.01 0.05 -0.20 0.099
C -4.440876 6.975158 15.649278 -0.51 0.68 -0.17 -0.020
H -6.877537 12.766240 10.616088 0.17 0.71 -0.19 0.096
H -8.193794 10.611672 16.272627 1.19 -0.89 2.15 0.026
C -12.761454 9.622926 23.755436 0.04 0.35 0.10 -0.024
C -10.205013 9.438470 16.357845 -0.27 0.96 0.76 -0.595
O -10.586622 10.450069 16.891206 -0.30 -0.42 -0.47 0.132
C -14.315632 6.019785 25.047881 -0.73 0.00 0.32 -0.030
H -9.674829 6.168553 14.712645 0.11 -0.92 0.52 0.110
H -11.993839 8.610267 18.084222 0.02 0.07 0.00 0.118
H -8.478864 9.785452 17.804016 0.46 0.45 0.38 0.107
O -7.226937 8.784734 16.668904 0.41 -0.11 -0.10 0.007
H -4.474247 7.288489 14.605966 0.23 -0.07 -0.01 0.097
H -13.525773 6.195390 19.593849 0.00 -0.20 0.09 0.088
H -11.217637 13.806844 12.375910 0.21 -0.22 0.00 0.101
H -10.801387 13.995469 18.257749 -0.21 0.13 0.08 0.095
C -10.775796 13.874235 13.376843 -0.64 -0.68 -1.18 -0.055
C -9.318046 6.851064 15.495124 -0.32 -1.85 -3.93 -0.068
H -6.907041 10.673503 17.487251 -0.03 -0.12 0.27 0.123
C -14.459833 6.272268 22.701437 -0.50 0.35 -0.20 -0.622
O -10.665793 7.231739 22.380490 -0.06 -0.24 0.14 0.035
C -6.009394 8.667875 16.135151 -0.12 -0.38 0.48 -0.615
O -14.022906 13.413034 16.153592 -1.00 -1.21 0.37 0.015
O -8.915733 6.241786 16.694863 1.09 -0.49 0.44 0.046
H -10.591572 12.401027 17.465607 0.11 0.44 0.20 0.066
H -15.389519 6.200759 25.045865 0.07 0.39 -0.01 0.096
H -11.227209 12.441768 19.094428 -0.07 0.21 0.12 0.098
C -14.438763 13.920784 14.899216 0.40 1.73 0.19 -0.031
O -15.463777 6.937369 22.732889 0.14 0.10 -0.24 0.128
```
Positions in Å, forces in eV/Å.